No. 1
Formula: C19H44BN5O8P
Source: the Open Molecules 2025 dataset
Level of theory: ωB97M-V/def2-TZVPD

```
78
C19H44BN5O8P, DFT ωB97M-V/def2-TZVPD
C -1.686 -1.062 6.306
B -0.980 -0.512 4.944
O -1.779 -0.337 3.748
C 0.602 -0.134 4.961
C 1.037 1.379 4.959
C -0.011 2.581 4.894
O -0.436 3.062 5.976
O -0.470 3.187 3.686
C 2.549 1.713 4.981
C 3.548 0.535 5.046
N 3.093 -0.826 5.045
C 1.686 -1.234 4.982
P 1.388 -3.100 4.933
N 1.291 -3.650 6.434
O 2.725 -3.758 4.074
O -0.009 -3.547 4.055
H -0.984 -0.748 7.175
H -2.708 -0.580 6.524
H -1.770 -2.202 6.362
H -2.690 -0.687 3.934
H -0.230 2.629 2.907
H 2.980 2.766 4.948
H 4.682 0.726 5.095
H 3.827 -1.562 5.093
H 0.394 -4.132 6.597
H 2.804 -3.198 3.252
H -0.353 -4.377 4.471
C -5.321 1.887 -0.172
C -4.354 0.720 0.010
C -4.930 -0.439 0.846
O -4.970 -0.186 2.248
C -6.070 0.603 2.674
N -3.100 1.226 0.586
H -5.392 2.518 0.716
H -4.988 2.532 -0.989
H -6.326 1.531 -0.419
H -4.137 0.325 -0.988
H -4.268 -1.303 0.724
H -5.915 -0.752 0.481
H -6.973 0.400 2.092
H -5.814 1.663 2.627
H -6.271 0.362 3.720
H -2.423 0.464 0.610
H -3.277 1.420 1.573
C 1.778 3.567 -1.487
C 0.939 2.644 -0.608
C 1.496 1.209 -0.508
O 1.265 0.406 -1.659
C 2.174 0.631 -2.726
N -0.446 2.654 -1.095
H 1.617 3.395 -2.553
H 1.520 4.612 -1.295
H 2.846 3.447 -1.280
H 0.948 3.068 0.404
H 0.973 0.702 0.311
H 2.561 1.206 -0.243
H 3.181 0.865 -2.369
H 1.802 1.427 -3.374
H 2.222 -0.280 -3.325
H -1.023 2.120 -0.446
H -0.469 2.098 -1.951
C 1.246 -2.361 -6.669
C 1.573 -1.104 -7.469
C 2.544 -1.350 -8.642
O 3.904 -1.518 -8.254
C 4.224 -2.816 -7.781
N 2.083 -0.076 -6.552
H 2.050 -2.648 -5.987
H 0.357 -2.200 -6.054
H 1.043 -3.208 -7.330
H 0.631 -0.742 -7.896
H 2.531 -0.461 -9.281
H 2.214 -2.186 -9.270
H 3.664 -3.596 -8.305
H 4.052 -2.878 -6.705
H 5.290 -2.982 -7.951
H 2.203 0.793 -7.070
H 3.039 -0.340 -6.304
```

Summary:
Spin multiplicity: 1
Charge: +1
Kohn-Sham gap in eV: 5.0

No. 2
Formula: C8H21BrO4P
Source: the Open Molecules 2025 dataset
Level of theory: ωB97M-V/def2-TZVPD

```
35
C8H21BrO4P, DFT ωB97M-V/def2-TZVPD
C -2.287 2.668 -3.485
C -0.976 2.242 -2.707
O -0.132 3.451 -2.683
P 1.447 3.085 -2.943
Br 2.633 4.751 -2.014
H -2.877 3.335 -2.827
H -2.825 1.755 -3.804
H -1.927 3.258 -4.362
H -1.206 1.925 -1.665
H -0.487 1.415 -3.278
H 1.729 3.008 -4.333
H 1.740 1.875 -2.244
C 3.054 -0.768 1.543
O 1.765 -0.769 2.130
C 0.992 0.379 1.836
C -0.445 0.022 1.476
O -0.624 -0.652 0.231
C -0.086 -1.970 0.109
C -0.754 -3.037 0.966
O -0.500 -2.839 2.346
C -1.648 -2.960 3.168
H 3.755 -0.219 2.177
H 3.385 -1.803 1.465
H 3.041 -0.340 0.535
H 1.434 0.965 1.018
H 0.981 1.009 2.733
H -0.999 0.961 1.374
H -0.932 -0.522 2.283
H 0.993 -1.963 0.254
H -0.247 -2.248 -0.937
H -0.346 -4.015 0.690
H -1.829 -3.048 0.754
H -2.534 -2.523 2.695
H -1.457 -2.416 4.093
H -1.832 -4.012 3.406
```

Summary:
Spin multiplicity: 1
Charge: +1
Kohn-Sham gap in eV: 6.2

No. 3
Formula: C27H38N4O5
Source: the Open Molecules 2025 dataset
Level of theory: ωB97M-V/def2-TZVPD

```
74
C27H38N4O5, DFT ωB97M-V/def2-TZVPD
C 3.151 -1.252 -7.095
H 3.329 -1.803 -8.017
O 2.419 -2.123 -6.267
C 2.035 -1.681 -5.038
C 1.287 -2.580 -4.274
C 0.853 -2.231 -3.015
C 1.148 -0.980 -2.480
C 1.889 -0.092 -3.240
C 2.334 -0.433 -4.507
H 2.909 0.288 -5.066
H 2.136 0.883 -2.847
C 0.628 -0.641 -1.099
N 1.226 0.558 -0.537
C 2.401 0.570 0.125
O 2.850 1.592 0.620
C 3.148 -0.749 0.293
H 2.898 -1.459 -0.491
C 2.870 -1.334 1.696
C 1.473 -0.984 2.174
O 0.500 -1.686 1.970
N 1.418 0.190 2.857
C 0.291 0.734 3.438
N 0.307 1.979 3.854
O -0.908 2.226 4.397
C -1.672 1.126 4.317
C -0.962 0.127 3.713
H -1.253 -0.879 3.507
C -3.055 1.196 4.847
H -3.762 1.363 4.035
H -3.315 0.266 5.346
H -3.132 2.023 5.548
H 2.207 0.824 2.811
H 3.593 -0.936 2.407
H 2.963 -2.420 1.666
H 4.212 -0.521 0.214
C 0.570 1.840 -0.762
H 1.354 2.586 -0.906
C -0.303 2.239 0.430
H -0.871 1.362 0.751
H 0.343 2.547 1.255
C -1.288 3.365 0.106
C -2.220 3.585 1.296
H -1.645 3.849 2.181
H -2.922 4.390 1.089
H -2.790 2.683 1.509
C -0.559 4.661 -0.235
H 0.034 4.550 -1.138
H -1.274 5.465 -0.396
H 0.102 4.946 0.581
H -1.889 3.057 -0.758
H -0.033 1.762 -1.667
H 0.827 -1.485 -0.431
C -0.915 -0.519 -1.174
O -1.491 -0.014 -2.114
N -1.535 -1.068 -0.118
H -0.996 -1.438 0.656
C -2.976 -1.184 -0.030
C -3.530 -0.435 1.201
H -4.288 0.291 0.912
H -2.717 0.105 1.688
C -4.104 -1.508 2.137
H -5.181 -1.594 1.990
H -3.922 -1.279 3.186
C -3.426 -2.803 1.695
H -2.413 -2.860 2.097
H -3.972 -3.690 2.012
C -3.377 -2.651 0.178
H -4.367 -2.824 -0.245
H -2.673 -3.331 -0.299
H -3.362 -0.779 -0.968
H 0.272 -2.935 -2.436
H 1.060 -3.546 -4.695
H 4.112 -0.981 -6.645
H 2.586 -0.342 -7.320
```

Summary:
Spin multiplicity: 1
Kohn-Sham gap in eV: 9.1

No. 4
Formula: C43H48N6O4PS4SiTi
Source: the Open Molecules 2025 dataset
Level of theory: ωB97M-V/def2-TZVPD

```
108
C43H48N6O4PS4SiTi, DFT ωB97M-V/def2-TZVPD
Ti 0.267 -0.053 1.095
C 3.131 3.316 -2.485
Si 1.696 2.959 -3.604
C 0.958 4.571 -4.178
C 2.320 1.968 -5.052
C 0.278 1.914 -2.908
C -0.754 1.633 -3.797
C -1.766 0.728 -3.489
C -1.707 0.107 -2.264
N -0.780 0.396 -1.340
C 0.200 1.289 -1.631
S 1.297 1.611 -0.317
H 3.891 3.878 -3.043
H 3.573 2.383 -2.120
H 2.826 3.898 -1.611
H 1.687 5.141 -4.769
H 0.666 5.182 -3.314
H 0.065 4.421 -4.798
H 3.090 2.511 -5.616
H 1.513 1.704 -5.747
H 2.762 1.032 -4.684
H -0.762 2.120 -4.772
H -2.556 0.494 -4.194
H -2.431 -0.649 -1.986
O 1.246 0.470 2.594
N 0.021 1.018 2.669
C -0.472 1.457 3.737
C -1.873 1.925 3.758
C -2.352 2.433 4.963
C -3.651 2.892 5.079
C -4.492 2.849 3.975
C -4.022 2.339 2.773
C -2.717 1.866 2.641
P -2.148 1.183 0.993
C -3.659 0.206 0.583
C -4.536 0.303 -0.494
C -5.619 -0.567 -0.617
C -5.842 -1.553 0.331
C -4.969 -1.675 1.406
C -3.893 -0.809 1.526
C -2.096 2.815 0.125
C -2.802 3.208 -1.010
C -2.569 4.445 -1.608
C -1.621 5.309 -1.083
C -0.914 4.936 0.053
C -1.149 3.705 0.646
H 1.508 -0.408 4.343
H 0.127 1.504 4.641
H -1.686 2.463 5.821
H -4.009 3.280 6.025
H -5.512 3.207 4.052
H -4.686 2.305 1.917
H -4.393 1.035 -1.268
H -6.291 -0.463 -1.462
H -6.687 -2.225 0.232
H -5.129 -2.443 2.156
H -3.215 -0.918 2.362
H -3.530 2.565 -1.468
H -3.131 4.723 -2.491
H -1.432 6.266 -1.558
H -0.167 5.600 0.475
H -0.575 3.423 1.515
S 1.248 -1.141 5.436
C 1.002 -2.634 4.515
C 0.789 -3.822 5.218
C 0.659 -4.997 4.507
C 0.770 -4.959 3.124
C 0.967 -3.730 2.526
N 1.052 -2.571 3.187
H 0.746 -3.808 6.302
H 0.487 -5.933 5.024
H 0.704 -5.860 2.527
H 1.089 -3.658 1.453
C 0.191 -2.143 -4.209
C 1.003 -3.273 -3.582
C 0.851 -3.364 -2.060
C 1.808 -4.448 -1.474
C 1.738 -5.816 -2.153
C -0.569 -3.766 -1.707
O -1.217 -4.575 -2.330
N -1.098 -3.193 -0.556
C -0.486 -2.188 0.146
O -1.048 -1.714 1.174
N 0.666 -1.648 -0.228
C 1.304 -2.046 -1.403
O 2.226 -1.435 -1.877
H 0.309 -2.146 -5.296
H 0.521 -1.169 -3.841
H -0.875 -2.256 -3.991
H 2.063 -3.124 -3.791
H 0.687 -4.224 -4.007
H 1.593 -4.567 -0.409
H 2.817 -4.041 -1.550
H 0.708 -6.165 -2.249
H 2.293 -6.547 -1.561
H 2.182 -5.788 -3.148
H -2.031 -3.458 -0.280
S 3.412 -1.279 1.226
C 4.559 -0.283 1.852
N 5.890 -0.535 1.843
C 6.791 0.574 2.127
C 6.015 1.499 3.053
S 4.266 1.273 2.615
H 6.198 -1.331 1.311
H 7.068 1.095 1.208
H 7.695 0.203 2.604
H 6.283 2.542 2.913
H 6.144 1.227 4.099
```

Summary:
Spin multiplicity: 2
Kohn-Sham gap (spin up / spin down) in eV: 6.8 / 7.2

No. 5
Formula: C4H3I
Source: the Open Molecules 2025 dataset
Level of theory: ωB97M-V/def2-TZVPD

```
8
C4H3I, DFT ωB97M-V/def2-TZVPD
C 0.622 0.387 -0.013
C -0.554 -0.004 0.092
C 1.825 0.843 -0.086
C -1.699 -0.548 0.178
I -3.605 -0.033 -0.027
H 2.534 0.122 -0.066
H 2.032 1.826 -0.123
H -1.155 -2.594 0.046
```

Summary:
Spin multiplicity: 1
Kohn-Sham gap (spin up / spin down) in eV: 8.0 / 7.8

No. 6
Formula: C45H43AsCrN4O4PS3
Source: the Open Molecules 2025 dataset
Level of theory: ωB97M-V/def2-TZVPD

```
102
C45H43AsCrN4O4PS3, DFT ωB97M-V/def2-TZVPD
Cr 1.317 -1.924 -1.954
O 1.875 -2.758 0.434
N 3.044 -2.630 0.983
C 3.172 -2.873 2.304
C 4.367 -2.730 2.963
C 5.483 -2.312 2.235
C 5.345 -2.057 0.894
C 4.112 -2.206 0.219
S 3.873 -1.874 -1.427
H 2.246 -3.175 2.772
H 4.417 -2.938 4.023
H 6.443 -2.186 2.720
H 6.185 -1.726 0.299
O -0.288 -1.897 -0.544
N -1.515 -2.316 -0.920
C -2.356 -2.756 0.115
C -3.599 -3.279 -0.203
C -4.002 -3.403 -1.523
C -3.091 -2.991 -2.551
C -1.836 -2.495 -2.228
S -0.605 -2.114 -3.388
H -2.006 -2.508 1.105
H -4.255 -3.576 0.609
H -4.974 -3.812 -1.771
H -3.317 -3.129 -3.599
C -1.443 1.940 2.300
C -0.339 2.247 3.309
As -0.754 3.815 4.413
C 1.061 4.222 5.033
C 2.050 3.249 5.131
C 3.316 3.570 5.610
C 3.608 4.867 5.998
C 2.627 5.847 5.907
C 1.365 5.523 5.432
C -0.805 5.143 2.979
C -1.941 5.933 2.835
C -2.037 6.855 1.799
C -0.994 6.991 0.898
C 0.143 6.204 1.032
C 0.236 5.285 2.067
P -0.943 0.448 1.274
C -2.277 0.536 0.016
C -3.603 0.461 0.438
C -4.644 0.432 -0.481
C -4.367 0.452 -1.840
C -3.049 0.504 -2.273
C -2.011 0.553 -1.352
C 0.460 1.249 0.395
C 1.712 0.648 0.437
C 2.825 1.281 -0.114
C 2.686 2.517 -0.721
C 1.434 3.118 -0.789
C 0.332 2.491 -0.234
H -1.645 2.811 1.672
H -2.373 1.688 2.817
H 0.607 2.424 2.792
H -0.194 1.394 3.977
H 1.848 2.233 4.816
H 4.078 2.802 5.664
H 4.597 5.117 6.361
H 2.849 6.866 6.199
H 0.609 6.297 5.351
H -2.761 5.818 3.534
H -2.931 7.458 1.692
H -1.070 7.700 0.082
H 0.953 6.289 0.319
H 1.122 4.665 2.147
H -3.828 0.397 1.499
H -5.669 0.354 -0.136
H -5.173 0.380 -2.561
H -2.810 0.451 -3.328
H -0.993 0.535 -1.719
H 1.799 -0.335 0.883
H 3.781 0.775 -0.110
H 3.545 2.997 -1.174
H 1.315 4.070 -1.294
H -0.643 2.960 -0.309
N -0.095 -4.934 -0.200
C -0.018 -5.260 -1.509
S 1.478 -5.400 -2.263
N -1.236 -5.495 -2.072
C -1.625 -5.796 -3.389
C -2.912 -6.315 -3.540
C -3.411 -6.626 -4.792
C -2.629 -6.429 -5.924
C -1.357 -5.896 -5.774
C -0.848 -5.572 -4.523
H 0.720 -4.425 0.142
H -0.962 -4.498 0.108
H -2.025 -5.273 -1.476
H -3.530 -6.443 -2.658
H -4.417 -7.018 -4.883
H -3.015 -6.668 -6.908
H -0.746 -5.702 -6.648
H 0.123 -5.120 -4.418
C 2.070 1.574 -4.306
O 1.752 0.634 -3.293
C 2.026 -0.714 -3.576
O 2.529 -0.957 -4.660
H 1.871 2.558 -3.879
H 1.450 1.419 -5.193
H 3.117 1.497 -4.606
```

Summary:
Spin multiplicity: 6
Charge: -2
Kohn-Sham gap (spin up / spin down) in eV: 2.9 / 5.5

No. 7
Formula: C4H21N2O5
Source: the Open Molecules 2025 dataset
Level of theory: ωB97M-V/def2-TZVPD

```
32
C4H21N2O5, DFT ωB97M-V/def2-TZVPD
C -2.871 -0.019 -1.581
C -1.963 -0.803 -0.630
C -1.954 -0.093 0.667
N -0.545 -0.036 1.309
C 0.106 1.082 1.524
N 1.349 1.106 2.024
H -2.282 0.378 -2.558
H -3.786 -0.597 -1.944
H -3.202 0.922 -1.206
H -2.511 -1.812 -0.444
H -0.849 -0.921 -0.913
H -2.318 0.985 0.761
H -2.510 -0.517 1.425
H -0.105 -0.869 1.090
H -0.594 1.898 1.669
H 1.776 1.867 2.339
H 1.864 0.150 2.015
H 1.201 -1.510 -1.777
H 1.878 -0.246 -1.959
O 0.943 -0.594 -1.517
H -0.378 4.060 -0.874
H -1.333 4.159 0.451
O -0.889 3.502 -0.349
H 1.546 -0.919 -0.324
H 2.883 -1.449 0.424
O 1.910 -1.375 0.656
H 4.384 1.359 0.271
H 3.864 -0.154 0.051
O 3.615 0.790 0.334
H -0.229 -3.892 -0.676
H 0.638 -3.266 0.328
O 0.364 -3.185 -0.589
```

Summary:
Spin multiplicity: 1
Charge: +1
Kohn-Sham gap in eV: 10.6

No. 8
Formula: C4H7N3
Source: the Open Molecules 2025 dataset
Level of theory: ωB97M-V/def2-TZVPD

```
14
C4H7N3, DFT ωB97M-V/def2-TZVPD
N -1.977 -0.625 0.729
C -0.847 0.000 0.146
C 0.056 -0.304 -1.027
C 0.713 -0.075 0.269
N 1.832 -0.781 0.766
C 0.452 1.096 -0.682
N -0.898 1.434 -0.178
H -2.785 -0.419 0.141
H -1.876 -1.634 0.764
H 0.217 -1.065 -1.774
H 2.451 -0.212 1.336
H 2.372 -1.171 -0.003
H 1.153 1.762 -1.166
H -0.862 1.994 0.677
```

Summary:
Spin multiplicity: 1
Kohn-Sham gap in eV: 9.5

no.,largest force on an atom (eV Å⁻¹),DFT total energy (Eh)
1,5.4,-1991.9003
2,3.3,-3533.3867
3,1.4,-1646.9090
4,2.3,-5370.1213
5,3.4,-451.6452
6,0.4,-7076.7173
7,7.2,-650.3782
8,0.6,-320.7354